<one>
Molecular formula: C9H13N
Method: DFT, wB97M-V/def2-TZVPD

Summary:
**Kohn-Sham gap**: 9.494 eV
**Molecular weight**: 135.21 g mol⁻¹
**HOMO energy**: -0.3437 Ha
**Structure (SMILES)**: C=C(C)C(=C)C#N.C=CC

Bonds (Å) are listed after each position.
Element x y z (Å)
1 C -0.9287 -0.9758 -1.5488  C2 1.318, C3 1.492, H11 1.081
2 C 0.2701 -1.5245 -1.5422  C1 1.318, H12 1.078, H13 1.077
3 C -1.2719 0.2878 -2.2641  C1 1.492, H14 1.091, H15 1.089, H16 1.091
4 C -0.5634 -0.5738 2.1610  C6 1.498, H17 1.094, H18 1.090, H19 1.091
5 C 1.2598 0.4831 0.7597  C6 1.468, C7 1.340, C9 1.424
6 C -0.0956 0.5711 1.3155  C4 1.498, C5 1.468, C8 1.331
7 C 2.1989 -0.3918 1.1446  C5 1.340, H20 1.076, H21 1.075
8 C -0.8598 1.6340 1.0738  C6 1.331, H22 1.077, H23 1.076
9 C 1.5884 1.4026 -0.2764  C5 1.424, N10 1.148
10 N 1.8675 2.1340 -1.1154  C9 1.148
11 H -1.7409 -1.4363 -1.0029  C1 1.081
12 H 1.0951 -1.0815 -2.0770  C2 1.078
13 H 0.4854 -2.4347 -1.0092  C2 1.077
14 H -1.5942 1.0464 -1.5500  C3 1.091
15 H -2.0930 0.1166 -2.9593  C3 1.089
16 H -0.4085 0.6667 -2.8121  C3 1.091
17 H 0.0282 -0.6371 3.0795  C4 1.094
18 H -1.6101 -0.4380 2.4348  C4 1.090
19 H -0.4557 -1.5139 1.6187  C4 1.091
20 H 3.1749 -0.3990 0.6912  C7 1.076
21 H 2.0192 -1.1148 1.9191  C7 1.075
22 H -0.5125 2.4627 0.4803  C8 1.077
23 H -1.8532 1.7161 1.4791  C8 1.076

Computed Löwdin charges, given in elementary charges:
1 C -0.250
2 C -0.029
3 C -0.108
4 C -0.057
5 C -0.298
6 C -0.344
7 C 0.109
8 C 0.070
9 C -0.223
10 N 0.185
11 H 0.095
12 H 0.062
13 H 0.052
14 H 0.057
15 H 0.071
16 H 0.073
17 H 0.086
18 H 0.082
19 H 0.079
20 H 0.080
21 H 0.069
22 H 0.066
23 H 0.071

***

<two>
Molecular formula: C9H13N
Method: DFT, wB97M-V/def2-TZVPD

Summary:
**Kohn-Sham gap**: 8.982 eV
**Molecular weight**: 135.21 g mol⁻¹
**HOMO energy**: -0.2968 Ha
**Structure (SMILES)**: CC(C)c1ccccc1N

Bonds (Å) are listed after each position.
Element x y z (Å)
1 C -2.1517 -0.7398 -0.9750  C2 1.440, H10 1.237, H11 1.027, H12 0.954
2 C -1.3676 0.1179 -0.1248  C1 1.440, C3 1.524, C4 1.558, H13 1.221
3 C -1.9102 0.0101 1.2953  C2 1.524, H14 1.049, H15 1.149, H16 1.168
4 C 0.1687 -0.1302 -0.0418  C2 1.558, C5 1.341, C9 1.448
5 C 0.5630 -1.4089 0.0545  C4 1.341, C6 1.434, H17 1.314
6 C 1.9607 -1.7214 0.1156  C5 1.434, C7 1.476, H18 1.091
7 C 2.9487 -0.6277 0.0289  C6 1.476, C8 1.333, H19 0.977
8 C 2.4620 0.6105 -0.0537  C7 1.333, C9 1.348, H20 1.127
9 C 1.1533 0.9296 -0.0971  C4 1.448, C8 1.348, N23 1.456
10 H -1.6729 -0.6560 -2.1124  C1 1.237
11 H -3.0644 -0.2706 -0.9966  C1 1.027
12 H -2.3766 -1.6483 -1.1622  C1 0.954
13 H -1.5603 1.2463 -0.5503  C2 1.221
14 H -1.7422 -0.8885 1.8107  C3 1.049
15 H -2.9048 0.5763 1.3960  C3 1.149
16 H -1.6063 0.9632 1.8976  C3 1.168
17 H -0.1043 -2.5366 0.1565  C5 1.314
18 H 2.3698 -2.7101 0.3270  C6 1.091
19 H 3.9171 -0.7077 0.1311  C7 0.977
20 H 3.1323 1.5024 0.1057  C8 1.127
21 H 0.0356 2.7542 -0.8590  N23 1.092
22 H 1.0914 3.0362 -0.2595  N23 0.872
23 N 0.6587 2.2991 -0.0866  C9 1.456, H21 1.092, H22 0.872

Computed Löwdin charges, given in elementary charges:
1 C -0.113
2 C -0.416
3 C -0.083
4 C -0.170
5 C -0.078
6 C -0.049
7 C -0.068
8 C -0.102
9 C -0.215
10 H 0.156
11 H 0.053
12 H -0.002
13 H 0.170
14 H 0.059
15 H 0.096
16 H 0.105
17 H 0.202
18 H 0.084
19 H 0.044
20 H 0.138
21 H 0.143
22 H -0.054
23 N 0.100

***

Looking at the structures above, <one> is most stable, and the difference to the next one is 340.3 kJ/mol.